A molecular structure, C39H57N9O4PbSi4 at a distorted geometry, computed with ωB97M-V/def2-TZVPD.

Computed properties:
charge = -2
maximum force = 4.885 eV/A
LUMO level = 3.416 eV

```
114
C39H57N9O4PbSi4 ωB97M-V/def2-TZVPD
Pb 0.39261 -0.50411 -0.41280
C 4.53178 -0.73987 2.10273
Si 2.82704 -1.55291 1.90507
C 2.44868 -2.86820 3.21234
C 2.88092 -2.53460 0.31204
N 1.55234 -0.38556 1.92867
C 1.16121 0.23447 3.05007
C 1.74715 0.11966 4.38596
C 1.28991 0.71308 5.51852
C 0.16883 1.56628 5.46858
C -0.42776 1.75104 4.21239
C 0.07816 1.18300 3.00268
N -0.39709 1.79647 1.76480
Si -3.44714 4.54094 1.41058
C -2.62116 6.02648 2.19121
C -4.04100 5.13030 -0.31419
C -4.78795 3.84327 2.33103
H 5.16024 -1.63509 2.13931
H 4.58623 -0.29837 3.10124
H 4.81648 -0.00118 1.33772
H 3.41058 -3.48962 3.38392
H 1.77697 -3.52172 2.62017
H 1.90917 -2.62061 4.12684
H 3.95635 -2.82236 0.19685
H 2.80232 -1.80218 -0.57567
H 2.27806 -3.44786 0.16884
H 2.50134 -0.66424 4.58089
H 1.88275 0.64994 6.45620
H -0.30053 1.91593 6.36245
H -1.29466 2.43124 4.08835
H -1.56651 5.70402 2.33355
H -2.85708 6.29321 3.21620
H -2.46096 6.90001 1.56933
H -3.28281 5.56155 -0.90204
H -4.81455 5.91002 -0.36241
H -4.41505 4.26013 -0.88006
H -4.41560 3.36492 3.24236
H -5.40930 3.12300 1.82348
H -5.47005 4.67680 2.65601
C 4.78410 -0.05383 -3.74413
Si 3.38583 0.70056 -2.76419
C 3.01478 2.47588 -3.39850
C 4.00005 1.16449 -1.06867
N 1.96435 -0.33208 -2.57225
C 1.58803 -1.11421 -3.55924
C 2.13871 -1.10601 -4.90170
C 2.19251 -2.30371 -5.59723
C 1.56077 -3.48482 -5.04614
C 0.62562 -3.30039 -4.05110
C 0.56492 -2.16197 -3.26128
N -0.39675 -1.96985 -2.35113
Si -2.02590 -2.59566 -2.35688
C -2.66014 -2.55556 -4.16638
C -1.98798 -4.36518 -1.74820
C -2.97257 -1.34322 -1.20078
H 4.82443 -1.14495 -3.75482
H 5.73252 0.47594 -3.40826
H 4.73445 0.28180 -4.83665
H 2.45138 2.48756 -4.38114
H 3.94095 3.05529 -3.49603
H 2.43150 3.05228 -2.69040
H 3.93483 0.26642 -0.37697
H 3.39000 1.99073 -0.58625
H 5.04996 1.49993 -0.91208
H 2.61390 -0.20905 -5.27564
H 2.85307 -2.46956 -6.45661
H 1.94809 -4.43923 -5.31139
H -0.09557 -4.13971 -3.78221
H -3.59113 -3.09392 -4.32517
H -1.80787 -3.09381 -4.69271
H -2.60441 -1.52020 -4.62836
H -2.47523 -4.49116 -0.75725
H -0.96651 -4.76876 -1.63917
H -2.56453 -4.97572 -2.43926
H -3.21652 -1.69548 -0.21863
H -3.95827 -1.09674 -1.63191
H -2.50251 -0.38337 -1.01801
C -2.07549 1.46636 -3.07899
C -1.43293 2.55657 -2.21310
N -0.82353 2.25479 -1.15075
C 0.41770 4.81030 -1.77750
C -0.68070 4.85354 -2.55274
N -1.49908 3.78911 -2.81288
H -3.00382 1.26810 -2.53500
H -1.52484 0.52011 -3.00095
H -2.18279 1.80638 -4.14924
H 1.24397 5.43006 -2.14049
H -1.11771 5.77892 -2.83944
H -2.18967 3.84636 -3.57976
O -0.63550 -5.05032 0.95690
C -0.80655 -4.85232 2.25956
C -0.57889 -5.88797 3.15082
C -0.75191 -5.70284 4.51451
C -1.48500 -4.54559 4.95829
C -1.70320 -3.52209 4.10737
C -1.43630 -3.64436 2.74427
C -1.42036 -2.44706 1.77029
O -1.67895 -1.28857 2.15841
O -0.91630 -2.69056 0.57498
H -0.61105 -3.96229 0.53763
H -0.21464 -6.82785 2.71421
H -0.41680 -6.43191 5.31393
H -1.76547 -4.36717 6.02332
H -2.14537 -2.58804 4.45081
N -2.57026 0.98908 1.82033
C -1.79025 1.99197 1.59261
O -2.24199 3.17748 1.28287
C 0.43121 2.62451 1.03038
C 1.74330 2.95650 1.37038
N 2.79792 3.29123 1.74303
C -0.00281 3.05271 -0.35075
N 0.76163 4.11627 -0.68369
H -2.20621 0.02208 1.94154
H -3.53612 1.15656 1.50236
```

Atomic partial charges in e from the Mulliken method, atoms 1 to 2: number 1, Pb, carries 0.896; number 2, C, carries -1.265



C3H6 in the gas phase at a distorted geometry, computed with ωB97M-V/def2-TZVPD.

Computed properties:
SMILES = C1CC1
maximum force = 4.640 eV/A
LUMO level = 1.411 eV

```
9
C3H6 ωB97M-V/def2-TZVPD
C -0.85051 -0.14495 -0.03832
C 0.38356 0.77414 0.02193
C 0.63019 -0.69506 -0.06656
H -1.53062 -0.00554 -0.91615
H -1.38885 -0.40807 0.88020
H 0.44723 1.29508 1.00243
H 0.60451 1.48478 -0.86971
H 0.90462 -1.11011 -0.95240
H 0.79987 -1.19027 0.93856
```

Atomic partial charges in e from the Mulliken method, atoms 1 to 2: number 1, C, carries -0.464; number 2, C, carries -0.359



A molecular structure, C14H26N2O9P2S4Sr, computed with ωB97M-V/def2-TZVPD.

Computed properties:
maximum force = 0.857 eV/A
LUMO level = -0.454 eV

```
58
C14H26N2O9P2S4Sr ωB97M-V/def2-TZVPD
Sr 0.70737 0.17196 1.39906
C 1.78275 -0.19299 -2.54259
C 0.65151 -1.16434 -2.23413
S 0.69326 -2.07279 -0.66649
C 2.31439 -2.88605 -0.70335
C 3.15007 -2.68082 0.55191
S 3.63723 -0.98152 0.97194
C 4.38274 -0.35656 -0.55668
C 3.83003 0.98934 -1.01264
S 2.04354 1.11333 -1.29748
H 1.55411 0.30015 -3.48904
H 2.73425 -0.70648 -2.67247
H 0.57161 -1.88218 -3.05202
H -0.30192 -0.64120 -2.18541
H 2.84500 -2.56213 -1.59709
H 2.14647 -3.95806 -0.81469
H 4.05174 -3.29151 0.49305
H 2.59441 -3.00817 1.43370
H 4.25569 -1.11095 -1.32976
H 5.45569 -0.25256 -0.39264
H 4.34776 1.28977 -1.92529
H 4.03936 1.75934 -0.26749
N -2.32644 0.73865 4.98374
C -1.25171 0.59713 3.92284
C 0.00637 1.36395 4.37975
P -2.05480 1.57692 2.52004
O -3.27930 0.68738 2.12453
O -2.40677 2.80794 3.26858
O -1.04991 1.61136 1.37548
P -0.85758 -1.20851 3.99894
O -2.18645 -1.81753 3.33549
O -0.77347 -1.52277 5.44704
O 0.33291 -1.43471 3.08926
H -2.54558 1.74256 5.05305
H -2.01094 0.28435 5.84756
H -3.16775 0.25953 4.64838
H -0.19143 1.96399 5.26834
H 0.31239 2.08803 3.61957
H 0.83074 0.69190 4.62369
H -2.96691 0.09336 1.37421
H -2.39286 -2.70948 3.63806
N 0.22415 2.17402 -4.91998
C -0.73728 1.61152 -4.06787
C -1.45166 0.48146 -4.45276
C -2.30598 -0.14601 -3.55519
C -2.43304 0.32499 -2.26235
C -1.76543 1.48485 -1.88373
C -0.92410 2.12494 -2.77973
S -3.41075 -0.57196 -1.06578
O -4.54790 0.27303 -0.78252
O -2.49722 -0.68781 0.10000
O -3.68498 -1.84701 -1.68688
H 0.41336 3.14693 -4.73247
H 0.03945 2.02777 -5.90113
H -1.32573 0.07670 -5.45131
H -2.83735 -1.04721 -3.83323
H -1.86896 1.86146 -0.87301
H -0.39415 3.02272 -2.48100
```

Atomic partial charges in e from the Mulliken method, atoms 1 to 2: number 1, Sr, carries 1.542; number 2, C, carries -0.965



A molecular structure, C25H19As2ClF7Ir at a distorted geometry, computed with ωB97M-V/def2-TZVPD.

Computed properties:
multiplicity = 2
charge = +1
<S²> = 0.780
maximum force = 1.176 eV/A
LUMO level (alpha / beta) = -4.305 / -6.393 eV

```
55
C25H19As2ClF7Ir ωB97M-V/def2-TZVPD
Ir 0.87889 1.17226 1.32882
Cl 0.63099 3.82501 -0.52478
C 0.78494 3.15756 1.08896
H -0.05765 3.51124 1.68393
H 1.73052 3.49919 1.52123
F 6.00046 -0.39142 -1.37226
C 4.87795 0.00221 -0.79621
C 4.28083 1.17538 -1.23803
C 3.11565 1.59561 -0.62975
C 2.52637 0.81997 0.39365
C 3.18368 -0.36688 0.82121
C 4.35753 -0.77516 0.23846
H 4.74244 1.74575 -2.03238
H 2.65993 2.52094 -0.95157
H 2.76915 -0.95972 1.63080
H 4.87981 -1.66420 0.56318
F 0.25438 -0.87204 2.82334
As -0.06282 0.29249 4.10811
F 0.88135 -0.58670 5.18980
F -1.55804 -0.42125 4.43869
F -0.25420 1.61712 5.13941
F -0.82776 1.30384 2.78576
F 1.45084 1.13037 3.40532
C -0.99916 2.14269 -4.53686
C 0.24307 1.72104 -4.07735
C 0.35741 1.16299 -2.81648
C -0.78404 1.02684 -2.02853
C -2.03208 1.42744 -2.48704
C -2.12984 1.99751 -3.74930
As -0.60337 0.19364 -0.32692
C -0.20317 -1.66249 -0.39649
C 0.91416 -2.28197 -0.92943
C 0.98900 -3.66683 -0.87549
C -0.04230 -4.39266 -0.29077
C -1.15905 -3.75963 0.23849
C -1.25385 -2.37634 0.18906
C -2.38528 -1.55681 0.69797
C -3.51493 -2.04710 1.33603
C -4.49447 -1.16521 1.77123
C -4.36256 0.20520 1.58054
C -3.23646 0.71270 0.94897
C -2.26863 -0.17513 0.50998
H -1.08453 2.58255 -5.52145
H 1.11861 1.82994 -4.70303
H 1.32170 0.83777 -2.44563
H -2.91538 1.29629 -1.87550
H -3.09363 2.32097 -4.11797
H 1.70962 -1.70214 -1.37855
H 1.84634 -4.17974 -1.28935
H 0.02287 -5.47161 -0.25031
H -1.94794 -4.35047 0.68406
H -3.63798 -3.10876 1.50253
H -5.37182 -1.55076 2.27249
H -5.13184 0.87783 1.93353
H -3.11571 1.78072 0.81588
```

Atomic partial charges in e from the Mulliken method, atoms 1 to 2: number 1, Ir, carries 1.179; number 2, Cl, carries -0.126



3 unconnected molecules or ions with the total composition C26H54BrFN5O7S2 at a distorted geometry, computed with ωB97M-V/def2-TZVPD.

Computed properties:
multiplicity = 3
charge = +1
<S²> = 2.010
maximum force = 7.555 eV/A
LUMO level (alpha / beta) = -5.441 / -5.441 eV

```
96
C26H54BrFN5O7S2 ωB97M-V/def2-TZVPD
O -0.41579 0.29582 4.65170
S 0.74075 1.01038 3.88391
O 1.62492 1.71528 4.95665
O 1.56677 -0.22172 3.01152
C 0.12157 2.24602 2.58511
C -1.48891 2.01056 2.20395
C -2.18479 3.35644 1.57785
C -3.63291 3.11606 0.84756
N -4.42555 1.93505 1.37040
C -4.84606 1.78757 2.70009
N -5.57868 0.44963 2.94438
C -4.61695 -0.72540 2.66360
C -5.53437 -2.10944 2.86420
C -5.16160 -3.20701 1.67208
Br -3.19227 -3.56702 1.56739
N -4.54782 2.81420 3.75887
S -5.92755 3.04149 4.86539
O -5.82154 1.96649 5.99155
O -7.24323 2.92417 4.02214
F -5.73496 4.60204 5.58051
H 1.52708 0.05760 2.03280
H 0.23470 3.33539 3.05895
H 0.75300 2.22621 1.59853
H -1.66354 1.04018 1.57045
H -2.01497 1.82265 3.25894
H -2.31425 4.24658 2.32902
H -1.44351 3.74767 0.72857
H -4.26600 4.11966 0.96736
H -3.44875 3.00827 -0.32411
H -4.65129 1.18878 0.64477
H -5.80723 0.32515 3.95335
H -4.22419 -0.74217 1.56151
H -3.76483 -0.71479 3.46652
H -5.33679 -2.61427 3.90407
H -6.68735 -1.82379 2.78518
H -5.50645 -2.74277 0.63741
H -5.77781 -4.21201 1.82449
H -4.40162 3.77866 3.39867
C -1.17756 -2.52920 -5.96737
C -1.51955 -1.76213 -4.66128
C -0.28835 -1.76303 -3.72009
C -0.04392 -3.11410 -3.05430
C -1.29363 -3.58191 -2.32154
C -2.55773 -3.61184 -3.21810
N -2.74382 -2.34926 -4.01865
O -3.26261 -1.37635 -3.14457
C -2.48303 -4.83762 -4.17216
C -3.79127 -3.94027 -2.31043
C -1.74140 -0.29702 -5.17078
H -0.29807 -2.08845 -6.45570
H -0.92961 -3.57558 -5.82353
H -2.00729 -2.47691 -6.68565
H -0.41932 -1.00803 -2.93099
H 0.61359 -1.46704 -4.27229
H 0.27070 -3.85211 -3.80328
H 0.78536 -3.02471 -2.34742
H -1.10397 -4.58047 -1.90114
H -1.45990 -2.91820 -1.46517
H -3.21350 -4.75699 -4.98747
H -2.70968 -5.77226 -3.64032
H -1.49587 -4.99654 -4.60296
H -3.91645 -3.22150 -1.49309
H -3.67870 -4.92148 -1.83223
H -4.71855 -3.96416 -2.89525
H -2.62272 -0.23574 -5.82158
H -0.87838 0.05016 -5.75213
H -1.86837 0.42001 -4.35162
C 7.71927 0.70590 -0.77770
C 6.17744 0.88999 -0.78721
C 5.83134 2.35993 -1.13535
C 6.10218 3.32754 0.01303
C 5.37550 2.87754 1.27279
C 5.69237 1.41498 1.67676
N 5.59292 0.44946 0.52459
O 4.22502 0.20074 0.30847
C 7.11538 1.35022 2.30061
C 4.75956 1.02702 2.87372
C 5.73057 -0.01249 -1.98770
H 8.15008 1.00230 -1.74350
H 8.23987 1.30423 -0.03740
H 7.99112 -0.34542 -0.61054
H 4.76946 2.43976 -1.41082
H 6.39622 2.68531 -2.01914
H 7.18216 3.40842 0.19119
H 5.76408 4.32824 -0.26923
H 5.63487 3.56175 2.09402
H 4.29788 2.99374 1.10928
H 7.48012 0.31679 2.36232
H 7.12044 1.74554 3.32603
H 7.85312 1.94917 1.76928
H 3.69653 1.13771 2.63275
H 4.93971 1.67574 3.74021
H 4.93577 -0.00658 3.19474
H 5.92817 -1.07146 -1.77902
H 6.27880 0.25078 -2.90063
H 4.66647 0.09830 -2.22578
```

Atomic partial charges in e from the Mulliken method, atoms 1 to 2: number 1, O, carries -0.582; number 2, S, carries 1.157



A molecular structure, C7H4CoO5 at a distorted geometry, computed with ωB97M-V/def2-TZVPD.

Computed properties:
multiplicity = 5
charge = +3
<S²> = 6.021
maximum force = 9.403 eV/A
LUMO level (alpha / beta) = -14.428 / -20.302 eV

```
17
C7H4CoO5 ωB97M-V/def2-TZVPD
Co 0.00451 -0.05275 -0.43818
C 0.02472 0.34161 1.32339
O 0.03908 0.47816 2.46370
C -0.00643 1.54164 -1.14957
O -0.01351 2.59567 -1.61885
C -1.69634 -0.16632 -0.83503
O -2.81017 -0.25599 -1.12714
C 1.69606 -0.16707 -0.87469
O 2.79214 -0.26433 -1.22634
C -0.00056 -1.32733 -3.38973
H 0.92861 -1.90164 -3.30014
H -0.93008 -1.89607 -3.27124
C -0.00387 -0.03752 -3.72920
H -0.93672 0.51118 -3.90751
H 0.92297 0.51107 -3.93649
O 0.00116 -2.94930 -0.27606
C 0.00254 -1.79760 -0.34762
```

Atomic partial charges in e from the Mulliken method, atoms 1 to 2: number 1, Co, carries 0.610; number 2, C, carries 0.322



Question: Number 4 is which compound?
Answer: C25H19As2ClF7Ir